Record 1
A 2-piece molecular cluster, C4H11NS overall. Source: the OMol25 dataset; level of theory: ωB97M-V/def2-TZVPD.

Values from the calculation:
⟨S²⟩: 0.764
charge: +1
LUMO (alpha / beta): -4.006 / -8.247 eV
E_HOMO (alpha / beta): -0.458 / -0.443 Ha
strongest force on any atom: 0.1049 Eh/bohr
frontier orbital gap (alpha / beta): 8.462 / 3.814 eV
multiplicity: 2
relative energy (zero: lowest compared OMol25 entry of this formula, charge and spin): 226.0 kJ/mol

The geometry in XYZ format:
```
17
Properties=species:S:1:pos:R:3:forces:R:3:nbo_charge:R:1
C 0.890 -1.796 -0.198 2.774 -0.815 -1.811 -0.718
S 2.319 -0.829 -0.999 -2.268 0.055 0.415 0.212
C 1.119 0.285 -1.912 2.193 0.365 0.984 -0.719
H 1.464 -2.664 0.130 -0.668 -0.085 0.517 0.255
H 0.507 -1.214 0.590 -0.612 0.475 1.134 0.181
H 0.152 -2.121 -0.951 0.334 0.275 0.313 0.220
H 1.724 0.545 -2.835 -1.825 -0.452 0.582 0.270
H 0.947 1.221 -1.329 0.153 -0.524 -0.591 0.182
H 0.245 -0.361 -1.792 -0.071 0.717 -1.638 0.222
C -1.921 -0.254 1.107 0.312 -0.253 -0.839 -0.164
C -1.311 0.973 1.213 -1.162 4.676 2.427 0.089
N -0.264 1.787 0.891 0.092 -2.356 0.531 -0.594
H -1.628 -0.901 0.309 -0.163 -0.830 -0.056 0.227
H -2.797 -0.410 1.768 0.793 -0.158 -0.666 0.260
H -2.027 1.658 1.809 1.208 -1.042 -0.705 0.226
H 0.694 1.553 0.659 -0.130 -1.305 -0.952 0.429
H -0.112 2.528 1.538 -0.960 1.257 0.355 0.424
```
Positions in Å, forces in eV/Å.

---

Record 2
A 2-piece molecular cluster, C4H11NS2 overall. Source: the OMol25 dataset; level of theory: ωB97M-V/def2-TZVPD.

Values from the calculation:
⟨S²⟩: 0.753
charge: -1
LUMO (alpha / beta): 3.663 / 3.638 eV
E_HOMO (alpha / beta): 0.011 / -0.158 Ha
strongest force on any atom: 0.0528 Eh/bohr
frontier orbital gap (alpha / beta): 3.361 / 7.947 eV
multiplicity: 2
relative energy (zero: lowest compared OMol25 entry of this formula, charge and spin): 119.6 kJ/mol

The geometry in XYZ format:
```
18
Properties=species:S:1:pos:R:3:forces:R:3:nbo_charge:R:1
N 1.408 0.320 1.961 -0.089 -0.485 0.001 -0.833
C 0.329 -0.664 2.159 -0.189 -0.346 0.344 -0.275
C -2.055 0.070 2.429 0.092 -0.368 -0.067 -0.405
C -0.818 -0.033 2.895 -0.102 0.345 -0.059 -0.162
H 1.841 0.105 1.066 0.134 0.233 0.126 0.381
H 2.101 0.190 2.692 0.049 0.076 -0.251 0.339
H 0.675 -1.556 2.703 0.058 0.082 0.100 0.160
H -0.018 -1.045 1.199 -0.023 0.250 -0.104 0.220
H -2.817 0.653 2.921 -0.093 -0.037 0.241 0.181
H -2.348 -0.447 1.524 0.063 0.183 -0.219 0.195
H -0.580 0.466 3.832 0.140 0.049 -0.056 0.176
C -1.298 0.876 -2.415 -0.107 -0.163 -0.407 -0.757
S -0.099 0.585 -1.105 -1.361 1.742 1.148 -0.220
S 1.231 -0.794 -2.033 1.442 -2.136 -0.848 -0.691
H -0.853 0.991 -3.406 0.375 0.137 0.134 0.198
H -1.806 1.806 -2.160 -0.311 -0.167 -0.115 0.206
H -1.979 0.029 -2.529 -0.245 0.189 0.274 0.192
H 0.703 -1.960 -1.561 0.168 0.417 -0.243 0.092
```
Positions in Å, forces in eV/Å.

---

Record 3
One molecule with the formula C4H11NS2. Source: the OMol25 dataset; level of theory: ωB97M-V/def2-TZVPD.

Values from the calculation:
LUMO: 0.747 eV
E_HOMO: -0.327 Ha
strongest force on any atom: 0.0328 Eh/bohr
frontier orbital gap: 9.643 eV
relative energy (zero: lowest compared OMol25 entry of this formula, charge and spin): 53.8 kJ/mol
structure (SMILES): CSSC[C@@H](C)N

The geometry in XYZ format:
```
18
Properties=species:S:1:pos:R:3:forces:R:3:nbo_charge:R:1
N 0.612 0.586 2.663 -0.005 -0.492 -0.535 -0.814
C 1.159 1.184 1.463 0.577 1.527 -0.415 -0.052
C 0.900 2.750 1.492 0.199 -1.384 0.486 -0.615
C 0.735 0.688 0.042 -0.517 0.232 1.026 -0.564
S 0.381 -1.090 -0.185 0.419 0.116 -0.114 0.084
S -1.461 -1.090 -1.040 -0.241 0.137 -0.243 0.072
C -1.283 -0.877 -2.856 0.911 -0.243 0.237 -0.749
H -0.394 0.602 2.581 -0.373 0.091 0.172 0.348
H 0.842 -0.401 2.660 0.052 -0.121 0.159 0.358
H 2.249 1.153 1.503 -0.021 -0.681 0.252 0.178
H 0.417 3.019 2.429 -0.123 -0.066 0.033 0.223
H 0.265 3.043 0.666 0.168 0.416 -0.193 0.200
H 1.882 3.211 1.515 -0.155 0.524 -0.421 0.214
H 1.502 1.042 -0.642 -0.101 -0.069 -0.309 0.219
H -0.214 1.185 -0.150 -0.024 -0.089 -0.413 0.219
H -2.116 -0.261 -3.174 -0.180 -0.145 -0.156 0.228
H -0.352 -0.386 -3.150 -0.093 0.272 0.424 0.229
H -1.225 -1.846 -3.347 -0.493 -0.026 0.013 0.221
```
Positions in Å, forces in eV/Å.

---

Record 4
One molecule with the formula C4H11NS2. Source: the OMol25 dataset; level of theory: ωB97M-V/def2-TZVPD.

Values from the calculation:
LUMO: 0.947 eV
E_HOMO: -0.317 Ha
strongest force on any atom: 0.0198 Eh/bohr
frontier orbital gap: 9.586 eV
relative energy (zero: lowest compared OMol25 entry of this formula, charge and spin): 23.9 kJ/mol
structure (SMILES): CSSC[C@@H](C)N

The geometry in XYZ format:
```
18
Properties=species:S:1:pos:R:3:forces:R:3:nbo_charge:R:1
N -1.857 -1.315 -0.563 -0.107 0.087 0.133 -0.835
C -0.953 -0.243 -0.998 -0.373 -0.855 -0.403 -0.071
C -0.456 -0.418 -2.440 0.732 0.268 -0.565 -0.630
C 0.230 -0.248 -0.035 -0.054 0.432 0.190 -0.532
S -0.325 -0.438 1.694 -0.119 -0.144 0.059 0.114
S 1.438 -0.186 2.691 0.014 0.039 -0.134 0.068
C 1.624 1.617 2.794 -0.259 -0.235 0.031 -0.747
H -1.384 -2.209 -0.493 0.041 0.051 -0.077 0.356
H -2.636 -1.420 -1.199 0.011 -0.012 -0.027 0.361
H -1.541 0.673 -0.971 0.147 0.144 0.383 0.194
H 0.562 -0.809 -2.483 0.036 -0.175 0.162 0.205
H -0.393 0.528 -2.973 -0.085 0.253 0.040 0.212
H -1.042 -1.078 -3.081 -0.354 -0.022 0.354 0.215
H 0.789 0.686 -0.037 0.056 0.003 -0.409 0.220
H 0.899 -1.059 -0.325 0.039 -0.049 0.249 0.210
H 1.235 2.095 1.904 -0.133 0.035 -0.163 0.219
H 1.131 2.010 3.676 -0.079 0.058 0.055 0.219
H 2.680 1.814 2.840 0.487 0.122 0.123 0.222
```
Positions in Å, forces in eV/Å.

---

Record 5
A 2-piece molecular cluster, C4H11O overall. Source: the OMol25 dataset; level of theory: ωB97M-V/def2-TZVPD.

Values from the calculation:
charge: -1
LUMO: 3.889 eV
E_HOMO: -0.074 Ha
strongest force on any atom: 0.0324 Eh/bohr
frontier orbital gap: 5.904 eV
relative energy (zero: lowest compared OMol25 entry of this formula, charge and spin): 48.4 kJ/mol

The geometry in XYZ format:
```
16
Properties=species:S:1:pos:R:3:forces:R:3:nbo_charge:R:1
C -1.537 1.728 -1.370 0.028 0.689 -0.388 -0.198
O -0.664 2.310 -0.530 0.112 -0.175 0.281 -0.976
H -2.220 0.958 -0.927 -0.035 -0.106 0.066 0.069
H -1.059 1.219 -2.249 -0.024 -0.224 -0.052 0.067
H -2.230 2.463 -1.868 -0.139 -0.106 0.043 0.074
C -0.017 -0.773 -0.232 0.187 -0.242 0.225 -0.648
C 1.296 -1.238 0.424 -0.913 0.060 0.546 -0.403
C 1.084 -1.898 1.789 -0.677 -1.420 -0.540 -0.601
H -0.132 -1.112 -1.262 0.203 0.265 -0.115 0.192
H -0.898 -1.150 0.281 -0.114 -0.195 0.274 0.180
H -0.049 0.318 -0.154 -0.324 0.135 -0.422 0.295
H 1.814 -1.977 -0.186 0.346 0.266 -0.192 0.177
H 1.869 -0.327 0.566 0.587 -0.129 -0.170 0.199
H 2.006 -2.012 2.344 0.102 0.262 0.409 0.189
H 0.720 -2.929 1.623 0.303 0.048 -0.159 0.180
H 0.244 -1.535 2.379 0.358 0.871 0.193 0.205
```
Positions in Å, forces in eV/Å.

---

Record 6
A 2-piece molecular cluster, C4H11O overall. Source: the OMol25 dataset; level of theory: ωB97M-V/def2-TZVPD.

Values from the calculation:
⟨S²⟩: 0.754
LUMO (alpha / beta): 1.006 / -1.540 eV
E_HOMO (alpha / beta): -0.398 / -0.377 Ha
strongest force on any atom: 0.0183 Eh/bohr
frontier orbital gap (alpha / beta): 11.842 / 8.727 eV
multiplicity: 2
relative energy (zero: lowest compared OMol25 entry of this formula, charge and spin): 0.9 kJ/mol

The geometry in XYZ format:
```
16
Properties=species:S:1:pos:R:3:forces:R:3:nbo_charge:R:1
C 2.029 -1.430 0.467 -0.131 -0.622 -0.692 -0.326
O 1.964 -0.260 1.144 0.317 -0.062 0.292 -0.269
H 2.198 -1.339 -0.609 0.093 0.257 -0.127 0.161
H 1.068 -1.963 0.568 -0.109 0.092 0.240 0.226
H 2.759 -2.147 0.866 0.064 0.188 0.365 0.205
C -1.539 -0.057 -1.578 0.576 0.090 -0.061 -0.602
C -1.789 0.542 -0.202 -0.327 0.330 -0.125 -0.396
C -0.579 1.308 0.305 0.462 -0.631 0.319 -0.607
H -0.684 -0.740 -1.546 -0.135 -0.133 0.009 0.192
H -2.392 -0.574 -2.010 -0.083 -0.046 0.093 0.208
H -1.235 0.736 -2.267 -0.144 0.022 -0.066 0.200
H -2.655 1.206 -0.276 -0.040 -0.002 0.132 0.193
H -2.048 -0.230 0.527 -0.035 -0.062 -0.072 0.192
H -0.693 1.650 1.334 -0.206 0.205 -0.074 0.210
H -0.275 2.141 -0.327 -0.171 0.065 -0.072 0.201
H 0.272 0.616 0.352 -0.130 0.308 -0.161 0.211
```
Positions in Å, forces in eV/Å.